115
Properties=species:S:1:pos:R:3 method="wB97M-V/def2-TZVPD" energy_ev=-913919.4469
N 3.418 -2.973 -3.109
C 2.359 -3.447 -2.740
O 0.951 -3.626 -2.490
C 0.606 -2.585 -1.523
C 0.485 -2.995 -0.003
C 0.072 -1.928 1.088
P -0.081 -2.594 2.861
O 0.426 -1.445 4.023
O -1.802 -2.739 3.105
C -0.198 -0.449 0.632
I -0.789 1.078 2.074
C -0.073 -0.064 -0.878
C 0.329 -1.128 -1.984
C 0.385 -0.636 -3.530
O 1.310 -0.977 -4.313
C -0.820 0.362 -3.944
C -1.587 0.281 -5.300
C -2.767 1.322 -5.493
C -3.159 2.381 -4.394
C -2.371 2.453 -3.034
C -1.210 1.435 -2.839
C -0.380 1.425 -1.447
O 0.018 2.484 -0.889
H 0.660 -4.084 0.318
H 1.085 -0.809 3.652
H -2.078 -3.301 2.329
H -1.304 -0.486 -6.088
H -3.397 1.299 -6.448
H -4.032 3.119 -4.514
H -2.601 3.164 -2.169
C 0.667 1.950 -8.334
Cl -0.207 1.710 -9.864
Cl 2.132 0.945 -8.324
Cl 1.121 3.661 -8.175
Cl -0.383 1.485 -6.973
C -3.344 5.429 -7.131
Cl -5.118 5.556 -7.135
Cl -2.640 6.996 -6.673
Cl -2.842 4.184 -5.959
Cl -2.779 4.976 -8.754
C -3.528 -3.221 -7.382
Cl -3.394 -4.923 -6.887
Cl -2.791 -3.011 -8.985
Cl -5.243 -2.758 -7.453
Cl -2.685 -2.191 -6.203
C -5.977 1.021 -1.977
Cl -4.323 1.036 -2.637
Cl -6.457 -0.650 -1.602
Cl -6.032 2.000 -0.494
Cl -7.095 1.703 -3.179
C 5.515 -0.623 -0.385
Cl 3.740 -0.505 -0.396
Cl 6.209 0.945 0.083
Cl 6.018 -1.866 0.779
Cl 6.089 -1.063 -2.008
C 7.589 -5.881 -0.058
Cl 8.396 -6.843 -1.316
Cl 8.792 -5.326 1.127
Cl 6.799 -4.475 -0.802
Cl 6.369 -6.882 0.761
C -10.904 3.644 -4.102
Cl -9.251 3.654 -4.756
Cl -11.382 1.974 -3.727
Cl -10.960 4.623 -2.620
Cl -12.021 4.325 -5.304
C 2.850 -4.623 5.556
Cl 4.501 -4.623 4.898
Cl 2.354 -6.292 5.911
Cl 2.809 -3.663 7.052
Cl 1.735 -3.912 4.364
C 7.359 -3.252 8.066
Cl 5.586 -3.133 8.089
Cl 8.065 -1.687 8.529
Cl 7.883 -4.500 9.217
Cl 7.902 -3.687 6.431
C -10.711 7.680 -7.055
Cl -9.162 6.876 -6.717
Cl -10.420 9.146 -8.016
Cl -11.765 6.575 -7.965
Cl -11.495 8.121 -5.523
C 1.445 -7.161 -4.708
Cl -0.329 -7.044 -4.700
Cl 2.144 -5.593 -4.248
Cl 1.961 -8.403 -3.546
Cl 2.003 -7.604 -6.335
C -1.833 5.340 -12.881
Cl -3.607 5.453 -12.867
Cl -1.137 6.908 -12.416
Cl -1.310 4.095 -11.726
Cl -1.279 4.906 -14.512
C -14.820 4.962 -0.386
Cl -13.979 4.062 -1.667
Cl -15.992 6.079 -1.118
Cl -15.673 3.821 0.678
Cl -13.635 5.885 0.565
C 9.473 2.336 8.948
Cl 9.610 0.628 9.420
Cl 10.201 2.567 7.344
Cl 7.758 2.799 8.892
Cl 10.321 3.349 10.137
C 4.791 0.967 11.482
Cl 5.617 0.078 10.185
Cl 3.628 2.107 10.772
Cl 3.925 -0.187 12.529
Cl 5.990 1.864 12.437
C 5.824 0.470 16.545
Cl 4.956 0.264 15.008
Cl 7.283 -0.545 16.542
Cl 6.289 2.175 16.738
Cl 4.769 -0.012 17.893
C 8.917 -5.945 13.210
Cl 8.369 -4.429 13.958
Cl 7.528 -6.781 12.480
Cl 10.118 -5.584 11.951
Cl 9.651 -6.986 14.449